Record 1
# C4H7NO

The molecule C4H7NO (ωB97M-V/def2-TZVPD, OMol25).

The HOMO energy (spin up / spin down) is -0.34212 / -0.30107 Ha. The value obtained for the total energy is -286.3968 Ha. The calculation puts the HOMO-LUMO gap (spin up / spin down) at 9.76 / 7.66 eV. For the relative energy (zero: lowest compared OMol25 entry of this formula, charge and spin), the calculation gives 147.4 kcal/mol. Its largest force on an atom is 0.12536 hartree/bohr.

Atoms and positions in Å:
H -1.281 -0.434 1.666
H 0.469 0.082 2.135
H 1.618 -1.235 -1.061
H 0.349 0.748 -1.843
H 0.069 -1.921 -1.324
C -0.214 0.213 -1.194
C 0.557 -1.153 -0.759
H 0.719 1.451 0.111
C -0.271 0.889 0.178
O 1.183 -2.091 1.629
H -1.068 1.580 0.398
C -0.121 -0.191 1.300
N 0.539 -1.363 0.755

natural (NBO) population analysis, charges in e, atoms 1 to 5: 0.18 0.22 0.22 0.16 0.22

***

Record 2
# C14H21ClMoO

A structure of composition C14H21ClMoO (ωB97M-V/def2-TZVPD, OMol25).

The HOMO energy (spin up / spin down) is -0.56652 / -0.56651 Ha. The net charge is +2. The value obtained for the total energy is -1148.9535 Ha. The calculation puts the HOMO-LUMO gap (spin up / spin down) at 4.11 / 5.75 eV. Its largest force on an atom is 0.08196 hartree/bohr. The spin multiplicity is 3.

Atoms and positions in Å:
C 0.155 0.758 -3.754
H -2.379 1.521 0.713
O 0.526 2.342 3.576
H -0.849 1.770 -5.331
H -2.063 -0.846 4.361
H -1.610 1.617 3.298
H 2.300 0.522 -3.814
H -0.020 -0.526 -5.442
Mo -0.040 -0.991 2.376
C -2.163 0.649 1.335
H 0.829 2.420 4.497
H 1.789 2.205 -3.658
H -2.669 -2.524 2.324
H 1.573 1.349 -5.205
C 1.443 -2.505 2.906
H -2.887 -1.026 0.068
C -0.069 -0.620 -4.368
C 1.548 1.249 -4.124
H 2.211 -0.644 0.182
H 1.225 -3.414 3.473
C -2.092 -0.582 3.308
C 2.113 -0.313 2.417
H 1.954 -1.037 4.562
H 2.576 0.670 2.541
H -1.904 1.273 -3.999
H 0.692 -1.312 -4.018
H 0.752 3.191 3.159
C -2.445 -0.690 1.005
H 1.301 -3.140 0.720
C 1.926 -1.017 1.171
H -1.040 -1.004 -4.065
Cl -0.025 0.657 -2.038
H -0.858 2.671 -3.806
C -1.803 0.717 2.726
C -0.933 1.688 -4.261
C -2.368 -1.486 2.211
C 1.821 -1.241 3.494
C 1.484 -2.354 1.458

natural (NBO) population analysis, charges in e, atoms 1 to 5: -0.02 0.29 -0.98 0.23 0.29

***

Record 3
# C6H14N2O

A structure of composition C6H14N2O (ωB97M-V/def2-TZVPD, OMol25).

The HOMO energy is -0.28890 Ha. The value obtained for the total energy is -421.6382 Ha. The calculation puts the HOMO-LUMO gap at 8.52 eV. For the relative energy (zero: lowest compared OMol25 entry of this formula, charge and spin), the calculation gives 101.7 kcal/mol. Its largest force on an atom is 0.14574 hartree/bohr.

Atoms and positions in Å:
C -0.553 0.898 -0.157
C -3.121 0.892 -0.030
H -2.158 -1.471 -0.623
N -1.496 -1.304 0.134
C 1.328 -0.889 1.238
C 1.203 -0.014 0.014
H -1.898 -1.696 0.981
H 1.136 -0.136 -2.139
H -3.437 0.613 -1.033
H -2.944 1.957 0.062
H -3.760 0.472 0.743
C 1.286 -0.788 -1.280
H 2.018 1.815 -0.797
H 1.993 1.750 0.968
O -0.505 2.038 -0.493
H 0.556 -1.595 -1.300
C 2.148 1.162 0.064
H 1.127 -0.325 2.148
N -1.411 0.082 0.332
H 2.349 -1.287 1.307
H 2.283 -1.236 -1.388
H 0.670 -1.753 1.184
H 3.188 0.813 0.065

natural (NBO) population analysis, charges in e, atoms 1 to 5: 0.72 -0.46 0.35 -0.62 -0.65

***

Record 4
# C18H56O18

A cluster of 10 separate species, C18H56O18 in total (ωB97M-V/def2-TZVPD, OMol25).

The HOMO energy is -0.34191 Ha. The value obtained for the total energy is -2073.4971 Ha. The calculation puts the HOMO-LUMO gap at 9.51 eV. For the relative energy (zero: lowest compared OMol25 entry of this formula, charge and spin), the calculation gives 62.3 kcal/mol. Its largest force on an atom is 0.05460 hartree/bohr. The structure (SMILES) is OCCO.OCCO.OCCO.OCCO.OCCO.OCCO.OCCO.OCCO.CO.CO.

Atoms and positions in Å:
H -7.346 -16.922 10.322
C 0.331 -13.767 9.698
H 1.637 -14.305 11.203
C -4.208 -18.583 3.892
O -8.207 -13.791 11.923
H -3.486 -11.864 9.206
O 1.393 -16.717 5.450
O -1.424 -18.915 12.057
H -0.483 -19.750 9.480
H -7.642 -15.173 9.054
H -4.319 -17.119 11.275
H 0.241 -17.051 9.917
H -3.321 -19.099 12.328
O -0.295 -12.224 4.960
H -1.556 -11.814 7.199
H -1.991 -12.595 9.708
C -8.135 -15.132 10.025
H 0.548 -13.600 8.643
H -5.870 -17.773 4.871
H -3.080 -11.214 6.584
H 1.093 -14.905 6.332
H -5.243 -18.455 9.615
H -2.044 -11.255 4.226
H -4.441 -11.912 11.501
H -8.580 -14.554 12.371
C -0.667 -17.913 11.532
O 1.487 -14.456 10.267
H -5.793 -13.366 7.995
H -9.174 -14.815 9.937
H -4.692 -18.134 13.322
H -1.413 -17.712 9.464
H -4.683 -18.401 6.050
C -3.490 -12.429 11.372
H -6.082 -19.007 12.763
H -3.149 -15.165 10.267
O -6.409 -14.938 6.109
C -6.361 -13.543 5.956
C -0.828 -16.023 6.361
H -2.498 -19.585 3.674
H -5.423 -13.283 5.466
O -2.303 -10.628 10.271
H 0.042 -12.801 10.112
H -2.950 -12.089 12.256
H -7.191 -13.095 5.410
C -4.811 -17.844 5.121
H 0.370 -12.009 5.618
H -1.177 -16.987 11.797
H -3.052 -10.031 10.332
H -6.000 -16.729 11.738
H 1.049 -16.387 7.350
H -6.431 -14.692 11.222
H -3.292 -15.967 7.555
H -5.611 -11.915 7.165
C -2.216 -11.828 6.332
H -4.783 -15.516 8.390
C -2.803 -11.953 10.050
H -8.241 -12.892 7.532
C -7.336 -14.176 10.902
H -3.465 -14.325 8.230
H -1.219 -17.036 6.449
C -0.480 -17.863 10.008
C 0.715 -15.923 6.422
H -0.950 -15.637 4.389
H -5.535 -15.241 5.852
O -2.796 -18.728 3.987
O 0.167 -19.044 9.469
C -3.702 -15.378 8.377
C -5.107 -18.636 12.448
H 2.347 -16.650 5.529
O -1.319 -15.337 5.224
O -7.556 -12.258 7.755
O -3.745 -13.841 11.292
C -5.326 -17.515 11.399
O -5.878 -17.993 10.167
H 0.300 -17.866 12.033
H -1.189 -15.582 7.291
H -4.733 -19.535 3.816
H -4.413 -17.971 3.014
O -3.052 -15.809 9.562
O -2.847 -13.007 6.031
H -1.131 -10.342 5.398
C -6.300 -12.755 7.248
C -1.408 -11.355 5.106
H -6.966 -13.359 10.283
O -8.144 -16.438 10.546
H -0.463 -14.513 9.703
H -0.830 -19.477 12.560
H -3.170 -16.831 5.167
H -2.257 -13.700 5.726
H -4.091 -14.040 12.165
O -4.107 -16.627 5.206
O -4.137 -19.601 12.268

Mulliken population analysis, charges in e, atoms 1 to 5: 0.37 -0.23 0.30 -0.56 -0.63

***

Record 5
# C5H9NO

The molecule C5H9NO (ωB97M-V/def2-TZVPD, OMol25).

The HOMO energy is -0.25902 Ha. The value obtained for the total energy is -325.7883 Ha. The calculation puts the HOMO-LUMO gap at 7.58 eV. For the relative energy (zero: lowest compared OMol25 entry of this formula, charge and spin), the calculation gives 93.7 kcal/mol. Its largest force on an atom is 0.00702 hartree/bohr.

Atoms and positions in Å:
O 0.647 1.848 -0.642
H 2.078 -0.095 1.433
H -2.107 -0.730 0.846
N 1.904 0.722 0.871
H 0.448 -0.932 -1.969
C -0.908 1.326 -0.873
H 0.279 -2.043 -0.587
C -0.376 0.008 -0.194
H -1.244 0.525 1.730
H -0.591 -1.142 1.670
H -0.865 1.189 -1.969
C -1.108 -0.358 1.098
H 2.312 1.599 1.159
C -0.180 -1.196 -1.112
C 0.863 0.805 0.034
H -1.153 -1.526 -1.494

natural (NBO) population analysis, charges in e, atoms 1 to 5: -0.46 0.41 0.23 -0.78 0.22

***

Record 6
# C9H12FNOP

A structure of composition C9H12FNOP (ωB97M-V/def2-TZVPD, OMol25).

The HOMO energy is -0.45728 Ha. The net charge is +1. The value obtained for the total energy is -920.9728 Ha. The calculation puts the HOMO-LUMO gap at 6.89 eV. For the relative energy (zero: lowest compared OMol25 entry of this formula, charge and spin), the calculation gives 21.7 kcal/mol. Its largest force on an atom is 0.08152 hartree/bohr.

Atoms and positions in Å:
P -1.001 -1.877 0.894
H -0.655 2.813 -0.288
C -2.840 0.784 0.440
H 2.478 0.219 -2.475
H 1.578 -2.472 -0.739
C -0.419 1.734 -0.311
H -3.256 1.849 0.835
H 1.441 -3.600 0.799
H 1.258 -1.360 2.056
H -1.899 0.589 -1.641
C 0.604 1.428 -1.424
H 0.756 2.136 -2.287
C 1.701 -2.594 0.356
C -1.579 0.751 -0.533
C 0.575 -0.193 0.222
H 2.860 -2.276 0.584
C 1.213 0.306 -1.066
H -3.737 0.363 -0.096
H -0.158 1.046 1.853
H 1.131 1.680 1.224
C 0.356 1.113 0.913
O 2.115 -0.359 -1.703
C 0.854 -1.496 0.953
F -2.616 -0.016 1.547
N -0.762 -0.567 -0.113

natural (NBO) population analysis, charges in e, atoms 1 to 5: 1.28 0.26 0.01 0.51 0.24